No. 1
An isolated molecule of C20H23FN2O3, computed with ωB97M-V with the def2-TZVPD basis set.

Results
Energy above the lowest of the compared OMol25 structures with the same formula, charge and spin = 24.0 kJ/mol
E_tot = -32954.04151 eV
LUMO energy = 0.722 eV
SMILES = O=C(CCC1CCN(C(=O)c2ccco2)CC1)NCc1ccc(F)cc1
Highest occupied orbital energy = -8.6 eV

Cartesian coordinates (Å):
O  -1.09738  -0.59111  -1.41332
C  -1.56368  -1.42432  -0.66502
C  -1.70081  -2.89408  -1.04089
C  -0.43500  -3.47684  -1.68728
C  0.87301  -3.35252  -0.87682
C  1.63487  -2.07637  -1.26266
C  2.86866  -1.87220  -0.38123
N  2.46501  -1.85586  1.00752
C  1.98512  -0.77107  1.66783
O  1.25450  -0.88532  2.64697
C  2.38220  0.58914  1.26248
C  1.91003  1.74637  1.83596
C  2.55182  2.81326  1.17459
C  3.37090  2.23642  0.25175
O  3.27786  0.90153  0.29683
C  1.93344  -3.14619  1.40623
C  0.64071  -3.41309  0.63656
N  -2.03344  -1.12033  0.56768
C  -1.83701  0.18121  1.19026
C  -2.17004  1.30827  0.24978
C  -3.43094  1.37276  -0.33177
C  -3.76062  2.40075  -1.19434
C  -2.81195  3.37006  -1.46221
F  -3.12825  4.38366  -2.29900
C  -1.55243  3.33458  -0.89505
C  -1.23812  2.29510  -0.03892
H  -1.99012  -3.48703  -0.17255
H  -2.50697  -2.96154  -1.77633
H  -0.28494  -2.98303  -2.64835
H  -0.63429  -4.53306  -1.88304
H  1.51037  -4.20469  -1.14770
H  1.94629  -2.14359  -2.30658
H  0.98336  -1.20857  -1.16690
H  3.37995  -0.95141  -0.64739
H  3.56923  -2.70427  -0.51022
H  1.20178  1.80322  2.63701
H  2.42229  3.85974  1.35879
H  4.04494  2.65476  -0.46988
H  1.73544  -3.11858  2.47879
H  2.68836  -3.90783  1.19408
H  0.23470  -4.38716  0.91603
H  -0.06298  -2.63952  0.93908
H  -2.34975  -1.86158  1.17170
H  -2.49545  0.22448  2.06240
H  -0.80073  0.27221  1.53757
H  -4.15872  0.60458  -0.11472
H  -4.73322  2.45821  -1.65719
H  -0.83501  4.10466  -1.13085
H  -0.25387  2.24633  0.40174

=====

No. 2
C20H23N2O6S2Ti as an isolated structure, computed with ωB97M-V with the def2-TZVPD basis set.

Results
Energy above the lowest of the compared OMol25 structures with the same formula, charge and spin = 45.7 kJ/mol
E_tot = -81161.30316 eV
LUMO energy = -2.982 eV
Charge = +1
Highest occupied orbital energy = -11.2 eV

Cartesian coordinates (Å):
Ti  -0.53050  2.37418  0.90428
O  -2.50680  5.28864  -1.30987
C  -1.78037  4.51421  -0.54786
O  -1.88755  3.28967  -0.53484
C  -0.79174  5.15991  0.38187
O  0.05441  4.15197  0.80656
C  -0.14178  2.83615  3.23185
C  -1.23573  1.96719  3.10747
O  -1.48663  0.88530  3.59729
O  -1.96293  2.37257  1.92924
H  -3.13951  4.75498  -1.81809
H  -1.39212  5.58878  1.20016
H  -0.25961  5.97887  -0.10759
H  -0.25982  3.87504  2.98719
H  0.64414  2.54182  3.91429
S  1.11029  2.47477  -1.20041
C  1.93419  1.08229  -1.77152
N  2.31367  1.02951  -3.04802
C  3.13167  -0.03547  -3.62280
C  2.92378  -1.31304  -2.82813
C  3.12994  -1.02490  -1.35188
N  2.27437  0.08864  -0.95876
H  2.06324  1.82566  -3.61106
H  4.18462  0.25673  -3.60930
H  2.83384  -0.16715  -4.66154
H  3.62542  -2.07510  -3.16412
H  1.91144  -1.68927  -2.98902
H  4.17584  -0.77429  -1.15401
H  2.86924  -1.88515  -0.73930
H  1.94390  0.16963  -0.00970
O  0.11611  0.46745  1.09286
S  -0.31876  -0.82124  1.85341
C  -1.97547  -1.14313  1.30230
C  -2.43457  -0.67069  0.08284
C  -3.73947  -0.95010  -0.28952
C  -4.55586  -1.69597  0.54990
C  -4.08078  -2.15513  1.77030
C  -2.78244  -1.86974  2.16174
C  0.55795  -2.12523  1.01664
C  0.31284  -2.50094  -0.30167
C  0.98759  -3.58929  -0.82419
C  1.89805  -4.29368  -0.03923
C  2.14616  -3.90610  1.26720
C  1.47093  -2.81525  1.80344
H  -1.78956  -0.08855  -0.56573
H  -4.12018  -0.58275  -1.23285
H  -5.57477  -1.90917  0.25601
H  -4.72897  -2.71599  2.42930
H  -2.41292  -2.17633  3.13183
H  -0.41282  -1.97082  -0.90244
H  0.79105  -3.90511  -1.84034
H  2.40831  -5.15427  -0.45135
H  2.85033  -4.45565  1.87667
H  1.63837  -2.51446  2.83049

=====

No. 3
A 2-piece molecular cluster, C20H23N3O2S2 overall, computed with ωB97M-V with the def2-TZVPD basis set.

Results
Energy above the lowest of the compared OMol25 structures with the same formula, charge and spin = 300.7 kJ/mol
E_tot = -51347.76921 eV
LUMO energy = 0.588 eV
SMILES = c1ccc2c(c1)Nc1cccc(CCSc3nnco3)c1S2.CCOCC
Highest occupied orbital energy = -7.9 eV

Cartesian coordinates (Å):
C  6.14480  -2.02247  2.13808
C  5.41655  -2.03482  3.30230
C  4.52360  -1.00704  3.55253
C  4.40497  0.00399  2.63128
C  5.14642  0.04805  1.46698
C  6.03208  -0.99195  1.23102
N  5.00506  1.11213  0.55046
C  3.66140  1.40984  0.20238
C  3.30045  1.53724  -1.12629
C  1.98282  1.78487  -1.44024
C  1.03045  1.92018  -0.46130
C  1.36396  1.78983  0.87322
C  0.27251  1.90558  1.91494
C  0.09174  0.66956  2.85467
S  0.80875  -0.90144  2.26711
C  -0.38810  -1.53240  1.13142
N  -0.44138  -1.27360  -0.12467
N  -1.52097  -2.01712  -0.57413
C  -2.04327  -2.62284  0.40613
O  -1.35802  -2.36936  1.56455
C  2.68821  1.54713  1.16770
S  3.25206  1.35702  2.85980
H  6.83000  -2.83590  1.90677
H  5.51786  -2.84623  4.01800
H  3.90646  -0.98920  4.44733
H  6.59366  -0.97330  0.29694
H  5.54797  0.96796  -0.29064
H  4.06719  1.41804  -1.89061
H  1.73786  1.85539  -2.49807
H  0.00799  2.10088  -0.78520
H  0.53194  2.75932  2.56176
H  -0.69000  2.14252  1.45488
H  0.43584  0.83818  3.87628
H  -0.98966  0.49420  2.94120
H  -2.91020  -3.26420  0.34883
C  -7.02980  -0.58928  -2.31773
C  -6.47263  0.41236  -3.31597
O  -5.45390  1.23756  -2.78407
C  -4.28532  0.57248  -2.33509
C  -3.55435  -0.18687  -3.42816
H  -7.33737  -0.08553  -1.39994
H  -7.89085  -1.10811  -2.74121
H  -6.28772  -1.34252  -2.04657
H  -7.27222  1.08636  -3.62607
H  -6.12151  -0.09485  -4.22150
H  -4.52156  -0.08778  -1.49292
H  -3.62991  1.35243  -1.94507
H  -4.13646  -1.03925  -3.78368
H  -2.60410  -0.56783  -3.05184
H  -3.36332  0.46079  -4.28554

=====

No. 4
An isolated molecule of C20H23N3O3, computed with ωB97M-V with the def2-TZVPD basis set.

Results
Energy above the lowest of the compared OMol25 structures with the same formula, charge and spin = 352.5 kJ/mol
E_tot = -31724.49968 eV
LUMO energy = 0.582 eV
SMILES = COc1cc(N)c(C2=NN(C(=O)CCc3ccccc3)CC2)cc1OC
Highest occupied orbital energy = -7.4 eV

Cartesian coordinates (Å):
C  1.05886  4.55818  5.16735
O  1.29062  4.57382  3.76100
C  0.85916  3.46095  3.06775
C  -0.01504  3.63639  2.01725
C  -0.48930  2.54464  1.27971
N  -1.41242  2.81771  0.29598
C  -0.07192  1.24448  1.57761
C  -0.54373  0.05394  0.83614
N  -1.57358  -0.00067  0.02814
N  -1.70316  -1.24562  -0.51258
C  -2.63512  -1.55351  -1.55532
O  -3.33469  -0.64906  -2.01863
C  -2.83390  -2.99627  -2.08235
C  -2.52727  -3.13383  -3.60680
C  -1.06635  -2.90384  -3.92518
C  -0.54784  -1.62982  -4.15716
C  0.81879  -1.42153  -4.44359
C  1.70400  -2.50991  -4.46324
C  1.21518  -3.78013  -4.22569
C  -0.19064  -3.96961  -3.99836
C  -0.68380  -2.13088  -0.00167
C  0.11648  -1.25505  0.94653
C  0.89528  1.10201  2.58652
C  1.41782  2.18994  3.28053
O  2.51871  1.95224  4.11319
C  3.65127  2.80170  3.84918
H  0.02486  4.42207  5.43916
H  1.46578  5.47097  5.62335
H  1.58256  3.71892  5.63171
H  -0.37177  4.62505  1.73998
H  -1.87556  2.00600  -0.17477
H  -1.84999  3.73742  0.30043
H  -3.87452  -3.28794  -1.85508
H  -2.19486  -3.72793  -1.55755
H  -3.13824  -2.42515  -4.16415
H  -2.82221  -4.10716  -3.92168
H  -1.18893  -0.74510  -4.02729
H  1.11356  -0.40261  -4.65351
H  2.74849  -2.34427  -4.71100
H  1.91097  -4.62232  -4.23816
H  -0.60416  -4.97986  -3.83996
H  -0.07954  -2.57573  -0.77168
H  -1.15466  -2.95182  0.60632
H  0.05560  -1.64390  1.97540
H  1.16660  -1.13788  0.57689
H  1.20739  0.11640  2.84816
H  3.60499  3.75885  4.39821
H  4.58975  2.29285  4.14046
H  3.76650  3.04688  2.81846

=====

no.,gap between HOMO and LUMO (eV)
1,9.28
2,8.20
3,8.44
4,8.01